(1)
Molecular formula: C5H7N
Method: DFT, ωB97M-V/def2-TZVPD

Electronic energy ... -6785.396 eV
Kohn-Sham gap ... 9.5 eV
LUMO level ... 0.333 eV

Cartesian coordinates (Å):
1 H 1.35064 -1.98738 0.37708
2 H 1.72970 -0.22922 1.90117
3 C -1.43741 1.55892 -1.50263
4 H -2.54398 1.45090 -1.59602
5 N -0.77987 1.65018 -0.20589
6 H 0.28591 0.69339 1.21565
7 C 0.73481 -0.21631 1.44453
8 C 0.00421 -0.66129 -0.82347
9 C -0.64628 0.55765 -0.81813
10 H -0.98919 2.21746 -2.24253
11 H 0.03655 -1.13891 -1.90221
12 C 0.69291 -1.10885 0.26007
13 H 0.11158 -0.62074 2.26736

=====

(2)
Molecular formula: C18H28BO8SeTa
Method: DFT, ωB97M-V/def2-TZVPD

Charge ... +2
Electronic energy ... -103059.823 eV
Kohn-Sham gap ... 7.2 eV
LUMO level ... -6.507 eV

Cartesian coordinates (Å):
1 H -4.22814 1.23425 -2.70296
2 C 0.01354 1.18610 2.98870
3 C 5.22967 1.62439 -1.32119
4 O 0.06604 -2.44312 0.33130
5 C 0.47005 -2.28670 -1.89846
6 H -3.17429 -0.46160 -3.71685
7 C 4.76215 -0.07121 0.36089
8 C 0.59459 -3.03314 1.52570
9 H 3.53201 2.54113 -2.31473
10 H 0.41860 -4.10985 1.52689
11 H -2.71593 2.97794 -1.86984
12 H -1.19796 3.32010 2.63719
13 C -1.66260 2.55776 2.01463
14 H 0.82809 -4.04954 -0.75629
15 H -2.85467 3.81159 0.76897
16 O -0.69931 1.51303 1.73124
17 C 0.08456 -3.25220 -0.82522
18 H 1.44112 -1.83769 -1.69510
19 O -0.53590 -1.20902 -1.87103
20 C -0.44309 -0.15059 3.46592
21 O -2.45932 0.41184 -1.97400
22 C -2.01506 3.12185 0.69581
23 H -3.16284 -1.51301 -2.26932
24 Se -2.74454 -1.20266 0.85786
25 H 5.09021 -0.78982 1.09843
26 H -4.32305 0.48152 -1.08020
27 H 0.42998 -2.63166 3.61281
28 H -1.17136 3.62574 0.21914
29 H -0.17486 1.98213 3.70257
30 H -1.19177 -2.06351 -3.66545
31 H 0.03520 -0.39206 4.42069
32 H 1.07340 1.16379 2.74414
33 H -4.10745 2.94268 -0.75332
34 C -0.09565 -2.38565 2.68594
35 O 0.00833 -0.98871 2.43244
36 O 1.60748 1.03672 -0.88789
37 O 2.32408 -0.48166 0.67080
38 H 0.48363 -2.72804 -2.89018
39 C 3.42868 0.13986 0.09191
40 C -3.71060 1.08257 -1.75530
41 H -0.73159 -0.34919 -3.75100
42 H -2.51952 2.11902 2.53024
43 H 6.72087 0.57361 -0.20266
44 Ta -1.04061 0.06570 -0.02942
45 B 1.23171 0.08275 0.05570
46 H -1.14310 -2.68169 2.77857
47 C 5.66055 0.69777 -0.37295
48 C -1.22689 -1.10950 -3.14658
49 H -0.89909 -3.70084 -0.99644
50 C -2.62265 -0.73713 -2.81671
51 H 5.96357 2.20065 -1.86697
52 C 3.87729 1.82634 -1.58148
53 O -2.39117 1.96988 -0.08618
54 H 1.66726 -2.83792 1.55991
55 C -3.27606 2.36715 -1.15881
56 C 3.00640 1.05639 -0.84623
57 H -1.53000 -0.21652 3.59438

=====

(3)
Molecular formula: C3H4N2O2S
Method: DFT, ωB97M-V/def2-TZVPD

Electronic energy ... -21083.238 eV
Kohn-Sham gap ... 8.5 eV
LUMO level ... 0.421 eV

Cartesian coordinates (Å):
1 O -0.07930 1.89381 -0.20873
2 H -0.59000 1.86399 1.95367
3 C -0.23173 1.31246 0.94835
4 S 0.62260 -1.34367 1.95466
5 C 0.18325 -0.04186 0.90823
6 H -0.99280 -1.55797 -1.70162
7 N 0.20264 -0.21939 -0.55808
8 H 0.83485 -1.56639 -1.87200
9 H 0.53180 -0.79992 3.31817
10 O -0.35743 1.07135 -2.33500
11 N -0.07945 -1.52368 -1.19708
12 C -0.04443 0.91126 -1.21057